Entry 1:
14
Properties=species:S:1:pos:R:3:forces:R:3 method="wB97M-V/def2-TZVPD" charge=0 e_lumo_ev="0.806 / -0.864" molar_mass_g_mol=108.2 multiplicity=3 e_above_lowest_kcal_mol=37.61 gap_ev="6.930 / 8.638" s2=2.02 e_tot_ha=-667.52342
C -0.1023 -0.4914 -2.2177 -0.269 -2.300 -0.197
C 1.3371 -0.3837 0.4632 -1.009 1.980 0.783
C -0.9514 0.0576 1.7179 0.211 -2.728 -0.604
O -0.1692 1.6827 -0.2077 0.265 0.488 -0.785
O -0.7825 0.4662 -2.7672 -0.032 2.142 -1.148
S -0.3068 0.2194 -0.0448 -0.861 -1.273 1.476
H -0.6833 -1.4017 -2.2983 0.797 -0.879 0.412
H 1.3303 -1.0195 1.3008 -0.287 -0.329 1.450
H 1.7550 -1.0128 -0.2248 1.291 -0.831 -2.569
H 1.8407 0.5656 0.6725 0.396 -0.428 -0.175
H -0.3001 -0.7963 2.0272 -1.247 0.792 0.520
H -0.5915 0.9603 2.0566 0.687 1.978 1.421
H -2.0185 -0.1047 1.9472 0.527 0.151 -0.681
H -0.3576 1.2583 -2.4248 -0.468 1.236 0.097



Entry 2:
16
Properties=species:S:1:pos:R:3:forces:R:3 method="wB97M-V/def2-TZVPD" charge=0 e_lumo_ev=0.924 molar_mass_g_mol=116.1 e_above_lowest_kcal_mol=66.87 gap_ev=9.917 e_tot_ha=-409.43008
C -0.6336 0.3979 -0.0121 -0.215 -2.609 -1.417
C 0.7541 -0.2648 -0.2824 -3.307 -0.605 1.575
H -3.4162 -0.6057 -1.0766 0.908 1.703 2.622
H -3.7705 -0.2822 0.6153 1.901 0.448 -1.695
H -1.5480 -1.5310 0.3956 -0.214 1.746 -0.781
H -1.6847 1.8765 0.1670 -0.063 0.407 -0.172
H 1.7506 -1.7342 -0.0532 -0.920 -0.698 -0.424
H 1.6205 1.3984 0.1222 -0.002 -0.999 -1.527
H 3.0495 0.0322 1.1577 1.030 0.445 -2.524
H 3.7511 0.6103 -0.4870 -0.357 -0.841 1.725
N -3.0667 -0.0350 -0.1778 -0.936 -2.656 -0.611
N -1.7349 -0.5345 0.1149 0.749 0.353 0.364
N -0.7179 1.6380 -0.0549 -0.463 1.356 0.482
N 0.7314 -1.5028 -0.1410 1.741 -2.494 0.354
N 1.8524 0.4783 -0.3598 -1.477 5.820 0.675
N 3.0627 0.0588 0.0721 1.623 -1.374 1.353



Entry 3:
15
Properties=species:S:1:pos:R:3:forces:R:3 method="wB97M-V/def2-TZVPD" charge=0 e_lumo_ev=0.539 molar_mass_g_mol=87.1 e_above_lowest_kcal_mol=119.82 gap_ev=9.547 e_tot_ha=-287.64151
C -2.0051 -0.0441 -0.2240 -1.934 1.312 1.347
C 0.6241 -0.0659 -0.1313 -5.289 0.770 -1.959
C 1.7861 -0.9688 -0.1506 -0.527 0.051 -6.674
C 0.5739 1.2784 0.5893 0.724 2.012 -8.087
H -2.8574 -0.2690 0.8190 2.251 0.546 -3.963
H -2.2995 -0.3366 -1.3144 0.161 -0.494 2.337
H -2.0846 1.1669 -0.4319 0.980 -2.603 1.320
H -0.6955 -0.8614 1.1916 -0.656 -0.343 2.352
H 0.3522 0.4477 -1.1250 0.901 -1.817 0.874
H 2.0706 -0.9734 0.7730 2.391 -1.393 5.530
H 1.6890 -1.9764 -0.7665 -0.127 2.130 1.780
H 2.5132 -0.3286 -0.7146 -0.016 -0.843 0.454
H 0.6184 1.4917 1.5953 -0.078 0.564 2.447
N -0.7506 -0.7382 0.2348 1.092 1.712 -2.923
O 0.4653 2.1778 -0.3446 0.128 -1.605 5.165



Entry 4:
20
Properties=species:S:1:pos:R:3:forces:R:3 method="wB97M-V/def2-TZVPD" charge=+1 e_lumo_ev=-7.359 molar_mass_g_mol=88.2 e_above_lowest_kcal_mol=144.60 gap_ev=7.416 e_tot_ha=-253.18782
C 2.0669 -2.1860 -1.5820 -0.539 0.178 0.623
C 1.7141 -0.7481 -1.8497 -0.199 0.888 -0.304
C 0.9275 -0.3191 -0.6080 1.867 -1.741 1.109
C -0.2315 -1.1758 -0.3811 -0.568 5.292 3.790
C -0.3758 -1.5951 1.0406 -0.210 -2.106 -0.205
N 0.7845 -2.9346 -1.5472 9.807 -6.596 -6.374
H 2.8136 -2.5522 -2.2844 -0.469 -0.413 -0.281
H 2.5305 -2.1945 -0.5867 0.260 -0.289 -0.192
H 1.0544 -0.5963 -2.7045 0.385 -0.196 -0.356
H 2.5606 -0.0661 -1.8897 0.177 -0.279 -0.376
H 0.7277 0.7516 -0.5667 -0.659 -0.033 -0.429
H 1.5827 -0.5655 0.2382 0.273 0.583 -0.156
H 0.1939 -2.5024 -1.0976 -9.445 6.233 5.527
H -1.0626 -0.5245 -0.6847 -1.001 -1.934 -1.583
H 0.4358 -2.2741 1.3198 0.059 0.175 0.205
H -0.2817 -0.7108 1.6845 0.129 0.287 -0.443
H -1.3183 -2.0639 1.3199 -0.062 -0.018 -0.301
H -20.5913 37.3209 19.5398 0.002 0.015 -0.052
H -20.5646 37.5314 18.8280 -0.002 -0.015 0.052
H 0.8695 -3.7884 -0.9894 0.197 -0.031 -0.255